Record 1
51
Properties=species:S:1:pos:R:3 method="wB97M-V/def2-TZVPD" charge=+1 de_lowest_kj_mol=137.4 gap_ev="5.578 / 5.067" total_energy_ha=-4245.23509 e_homo_ev="-9.946 / -11.506" s2=6.102 multiplicity=5
Ru -0.78 1.36 1.68
O 0.96 1.67 5.72
C 0.33 1.92 4.60
O 0.68 1.52 3.51
C -0.90 2.79 4.77
O -1.30 3.17 3.47
C -2.64 3.53 3.31
C -3.49 2.36 2.62
O -4.68 2.45 2.65
O -2.77 1.47 2.09
H 1.74 1.09 5.60
H -0.64 3.68 5.36
H -1.66 2.20 5.30
H -2.69 4.36 2.60
H -3.13 3.79 4.25
Br 4.94 -1.75 -5.74
C 3.42 -2.46 -4.85
C 2.36 -2.99 -5.58
C 1.24 -3.45 -4.92
C 1.17 -3.41 -3.51
C 2.27 -2.88 -2.79
C 3.37 -2.41 -3.45
N 0.06 -3.80 -2.89
N -0.18 -3.98 -1.67
C -0.61 -3.15 -0.73
C -0.66 -3.62 0.60
C -0.79 -2.77 1.67
C -0.87 -1.37 1.47
O -0.85 -0.50 2.42
C -1.00 -0.90 0.13
N -1.21 0.43 -0.03
C -1.42 0.94 -1.23
C -1.42 0.15 -2.37
C -1.17 -1.21 -2.25
C -0.94 -1.77 -1.00
H 2.42 -3.02 -6.65
H 0.41 -3.85 -5.48
H 2.22 -2.86 -1.71
H 4.20 -1.99 -2.90
H -0.52 -4.67 0.77
H -0.80 -3.14 2.68
H -1.61 2.00 -1.28
H -1.61 0.59 -3.33
H -1.18 -1.84 -3.13
C 1.83 3.57 -0.31
C 0.85 2.73 0.44
O 1.11 1.54 0.80
O -0.30 3.17 0.73
H 2.29 2.98 -1.11
H 2.62 3.89 0.37
H 1.33 4.44 -0.71

***

Record 2
50
Properties=species:S:1:pos:R:3 method="wB97M-V/def2-TZVPD" de_lowest_kj_mol=0.8 gap_ev="5.903 / 5.637" total_energy_ha=-7436.90254 e_homo_ev="-6.853 / -7.986" s2=6.027 multiplicity=5
Pd 0.34 -0.10 -0.74
Se -4.17 3.01 4.92
N -3.51 1.38 4.64
C -2.78 1.44 3.56
C -2.07 0.29 3.00
C -2.09 -0.97 3.60
C -1.39 -2.00 3.01
C -0.71 -1.75 1.82
N -0.71 -0.56 1.23
C -1.35 0.46 1.82
C -1.23 1.78 1.18
N -0.45 1.88 0.10
C -0.30 3.05 -0.49
C -0.92 4.21 -0.03
C -1.73 4.13 1.08
C -1.89 2.89 1.71
C -2.70 2.73 2.92
N -3.36 3.70 3.48
H -2.65 -1.10 4.52
H -1.36 -2.98 3.46
H -0.13 -2.52 1.33
H 0.36 3.07 -1.35
H -0.77 5.15 -0.54
H -2.24 4.99 1.48
C 0.46 1.45 -5.23
C 0.12 0.90 -3.86
S 1.39 0.81 -2.75
C -1.20 0.51 -3.60
C -2.22 0.64 -4.70
S -1.75 -0.12 -2.13
H 1.52 1.70 -5.28
H -0.12 2.34 -5.46
H 0.24 0.71 -6.00
H -2.22 1.64 -5.14
H -3.22 0.42 -4.33
H -2.00 -0.07 -5.51
Br 2.54 0.11 0.70
C 3.23 -3.94 2.49
C 3.29 -3.51 1.06
C 4.50 -3.32 0.40
C 4.45 -2.91 -0.91
N 3.31 -2.66 -1.55
C 2.23 -2.85 -0.81
S 0.68 -2.38 -1.53
N 2.13 -3.29 0.43
H 3.83 -4.84 2.66
H 2.20 -4.13 2.78
H 3.63 -3.15 3.13
H 5.44 -3.48 0.91
H 5.36 -2.76 -1.49

***

Record 3
61
Properties=species:S:1:pos:R:3 method="wB97M-V/def2-TZVPD" gap_ev="7.648 / 6.261" total_energy_ha=-3902.05544 e_homo_ev="-7.774 / -7.849" s2=8.803 multiplicity=6
Fe 0.07 0.28 -1.52
C 0.13 4.47 4.31
C 0.15 3.35 3.32
C 0.67 2.10 3.65
C 0.67 1.08 2.73
C 0.15 1.26 1.42
N 0.10 0.21 0.56
C 0.20 -1.10 1.05
C -0.67 -1.48 2.08
C -0.70 -2.78 2.55
C 0.14 -3.74 2.03
C 0.13 -5.16 2.53
C 0.99 -3.37 0.99
C 1.03 -2.08 0.46
C 2.00 -1.76 -0.70
O 1.82 -0.56 -1.30
C 1.87 -2.84 -1.82
F 0.56 -2.99 -2.15
F 2.33 -4.07 -1.52
F 2.50 -2.46 -2.94
C 3.45 -1.75 -0.13
F 3.57 -0.78 0.77
F 3.81 -2.90 0.47
F 4.35 -1.52 -1.10
C -0.28 2.57 1.04
C -0.31 3.55 2.02
C -0.73 2.90 -0.41
O -0.10 2.20 -1.38
C -2.27 2.66 -0.49
F -2.77 3.07 -1.67
F -2.97 3.27 0.48
F -2.52 1.35 -0.40
C -0.45 4.40 -0.76
F -0.54 4.61 -2.08
F -1.29 5.29 -0.18
F 0.80 4.75 -0.41
H 0.09 4.10 5.33
H 1.03 5.08 4.21
H -0.72 5.13 4.15
H 1.09 1.93 4.64
H 1.09 0.12 2.98
H -1.35 -0.74 2.48
H -1.40 -3.03 3.35
H -0.27 -5.21 3.54
H -0.49 -5.79 1.89
H 1.13 -5.58 2.54
H 1.66 -4.12 0.59
H -0.69 4.53 1.77
N 0.56 0.51 -3.80
N -0.47 0.01 -4.58
C -1.48 -0.67 -4.00
N -2.38 -1.21 -4.82
N -1.48 -0.71 -2.67
N -2.42 -1.51 -2.03
O -2.27 -1.60 -0.84
O -3.32 -2.05 -2.66
H 0.60 1.52 -3.80
H 1.45 0.07 -4.00
H -0.46 0.11 -5.58
H -2.25 -1.19 -5.81
H -3.14 -1.73 -4.39

***

Record 4
42
Properties=species:S:1:pos:R:3 method="wB97M-V/def2-TZVPD" charge=+1 de_lowest_kj_mol=88.6 gap_ev=3.910 total_energy_ha=-1209.54761 e_homo_ev=-10.421
F 1.86 2.40 -4.47
C 1.11 2.66 -3.34
C 1.06 3.98 -2.88
C 0.31 4.20 -1.72
F 0.26 5.47 -1.21
C -0.38 3.19 -1.06
C -0.33 1.87 -1.57
C -1.08 0.85 -0.90
C -1.10 -0.48 -1.31
C -1.81 -1.47 -0.64
C -1.86 -2.83 -1.05
C -2.64 -3.76 -0.33
C -2.70 -5.08 -0.76
F -3.48 -5.97 -0.05
C -2.01 -5.55 -1.88
C -1.24 -4.62 -2.57
F -0.54 -5.04 -3.68
C -1.13 -3.29 -2.19
C 0.46 1.60 -2.73
H 1.58 4.78 -3.39
H -0.96 3.40 -0.16
H -1.70 1.15 -0.06
H -0.53 -0.76 -2.19
H -2.39 -1.19 0.25
H -3.19 -3.43 0.55
H -2.07 -6.59 -2.20
H -0.51 -2.61 -2.77
H 0.54 0.60 -3.13
C 1.96 2.05 2.42
C 2.07 2.33 3.95
C 2.17 1.08 4.76
C 1.69 -0.11 4.31
C 1.10 -0.22 3.00
C 1.20 0.81 2.11
H 1.51 2.91 1.91
H 2.99 1.97 2.03
H 2.93 2.98 4.15
H 1.18 2.91 4.24
H 2.57 1.19 5.77
H 1.73 -1.00 4.94
H 0.61 -1.15 2.73
H 0.79 0.73 1.10

***

Record 5
45
Properties=species:S:1:pos:R:3 method="wB97M-V/def2-TZVPD" charge=+2 de_lowest_kj_mol=119.2 gap_ev="5.568 / 5.559" total_energy_ha=-1878.31726 e_homo_ev="-14.292 / -14.304" s2=8.759 multiplicity=6
Sm 0.58 0.51 -1.10
C -3.02 3.13 -1.88
C -2.17 2.18 -1.09
O -0.90 2.02 -1.50
C -2.67 1.59 0.09
C -3.84 2.17 0.59
C -4.60 1.47 1.49
C -4.17 0.24 2.07
C -2.92 -0.27 1.68
C -2.22 0.38 0.64
O -1.06 -0.18 0.21
H -2.61 3.08 -2.90
H -2.88 4.18 -1.61
H -4.07 2.81 -1.95
H -4.22 3.15 0.29
H -5.50 1.87 1.89
H -4.73 -0.13 2.88
H -2.55 -1.22 2.10
O 4.40 -0.24 5.02
C 3.70 0.73 4.36
O 3.57 1.87 4.72
C 3.08 0.29 3.03
C 3.14 -1.00 2.61
C 3.01 -1.40 1.27
C 2.81 -0.41 0.32
C 2.63 0.99 0.79
C 2.78 1.35 2.11
N 2.89 -0.59 -1.05
C 2.50 -1.73 -1.64
C 1.41 -1.94 -2.50
C 1.10 -3.24 -2.98
C -0.10 -3.46 -3.63
C -0.91 -2.35 -3.98
C -0.46 -1.06 -3.65
N 0.59 -0.88 -2.83
H 4.10 -0.15 5.89
H 3.33 -1.73 3.40
H 3.15 -2.41 0.87
H 2.66 1.77 0.00
H 2.70 2.33 2.54
H 3.01 -2.65 -1.45
H 1.86 -3.99 -2.81
H -0.46 -4.46 -3.88
H -1.92 -2.45 -4.45
H -1.03 -0.16 -3.97

***

Record 6
54
Properties=species:S:1:pos:R:3 method="wB97M-V/def2-TZVPD" charge=-1 de_lowest_kj_mol=39.0 gap_ev="5.806 / 6.007" total_energy_ha=-3713.69940 e_homo_ev="-3.782 / -4.560"
Tl 0.01 -0.18 -0.94
C -1.80 2.82 1.74
N -0.35 2.88 1.78
C 0.41 2.88 2.93
C 1.70 2.86 2.53
N 1.74 2.84 1.15
B 3.14 2.92 0.43
N 3.10 2.38 -1.03
C 3.15 3.18 -2.15
C 3.11 2.40 -3.24
N 3.04 1.10 -2.79
C 2.95 -0.09 -3.62
C 3.03 1.10 -1.43
S 2.88 -0.31 -0.48
C 0.48 2.82 0.70
S -0.10 2.74 -0.92
H -2.17 3.01 2.74
H -2.13 1.84 1.42
H -2.17 3.57 1.04
H -0.04 2.84 3.90
H 2.61 2.84 3.10
H 3.91 2.26 1.08
H 3.47 4.08 0.35
H 3.19 4.25 -2.05
H 3.10 2.64 -4.29
H 3.28 0.16 -4.62
H 1.92 -0.46 -3.65
H 3.58 -0.87 -3.19
F -5.48 0.92 -1.01
C -4.56 -0.06 -0.91
C -3.22 0.25 -1.05
C -2.29 -0.77 -0.94
C -2.68 -2.10 -0.71
C -4.04 -2.33 -0.57
F -4.52 -3.57 -0.31
C -5.00 -1.34 -0.67
C -1.65 -3.18 -0.59
C -1.92 -4.55 -0.60
C -0.88 -5.45 -0.47
C 0.42 -4.99 -0.35
C 0.62 -3.62 -0.38
N -0.39 -2.76 -0.49
H -2.92 1.28 -1.21
H -6.05 -1.57 -0.55
H -2.93 -4.91 -0.70
H -1.09 -6.51 -0.47
H 1.26 -5.66 -0.25
H 1.61 -3.18 -0.31
Cl 1.91 -0.59 4.55
C 0.36 -0.99 3.91
Cl -0.27 -2.53 4.39
Cl -1.19 0.64 5.12
C 0.09 -0.63 2.58
N -0.23 -0.29 1.52

***

Record 7
95
Properties=species:S:1:pos:R:3 method="wB97M-V/def2-TZVPD" charge=-1 gap_ev=6.123 total_energy_ha=-25273.36118 e_homo_ev=-4.971
C -0.43 4.11 2.04
C 0.67 3.80 1.01
C 0.20 2.96 -0.18
C -0.25 1.55 0.19
C 0.15 0.56 -0.90
B -1.84 1.42 0.61
C -2.85 2.28 -0.35
N -4.27 1.85 -0.27
C -5.18 2.93 0.07
N -2.24 -0.18 0.45
C -2.07 -0.78 1.39
S -2.03 -2.01 2.47
H -0.21 3.66 3.00
H -1.43 3.88 1.71
H -0.42 5.19 2.23
H 1.07 4.72 0.60
H 1.52 3.30 1.47
H -0.53 3.54 -0.74
H 1.07 2.86 -0.84
H 0.34 1.27 1.08
H 0.16 -0.46 -0.54
H 1.19 0.78 -1.19
H -0.46 0.68 -1.79
H -2.00 1.75 1.75
H -2.77 3.34 -0.08
H -2.50 2.17 -1.39
H -4.56 1.52 -1.17
H -4.82 3.91 -0.26
H -5.40 2.98 1.14
H -6.12 2.76 -0.45
C -1.65 -3.50 -1.97
Cl -1.76 -1.86 -2.59
Cl -3.26 -4.01 -1.43
Cl -1.08 -4.60 -3.24
Cl -0.53 -3.58 -0.61
C 1.97 -7.50 -3.91
Cl 3.15 -6.19 -3.74
Cl 1.41 -7.99 -2.31
Cl 0.60 -6.91 -4.84
Cl 2.72 -8.87 -4.73
C -2.27 -9.27 -1.35
Cl -2.28 -10.02 -2.95
Cl -0.80 -9.73 -0.49
Cl -2.33 -7.51 -1.53
Cl -3.68 -9.81 -0.43
C -4.75 0.39 -4.41
Cl -5.66 -0.47 -5.67
Cl -3.12 0.75 -4.98
Cl -5.56 1.91 -4.04
Cl -4.65 -0.61 -2.97
C 2.93 -4.19 0.70
Cl 2.97 -4.94 -0.90
Cl 4.42 -4.63 1.58
Cl 2.79 -2.44 0.52
Cl 1.53 -4.79 1.60
C -0.90 9.72 1.28
Cl -1.56 8.61 0.08
Cl 0.76 10.15 0.84
Cl -1.89 11.19 1.33
Cl -0.91 8.95 2.86
C 6.01 -7.62 3.91
Cl 7.40 -6.73 3.28
Cl 5.13 -6.60 5.05
Cl 4.95 -8.07 2.58
Cl 6.57 -9.08 4.74
C 7.10 -1.18 0.18
Cl 6.07 -2.47 0.80
Cl 8.41 -1.88 -0.79
Cl 6.14 -0.10 -0.83
Cl 7.79 -0.27 1.53
C -5.78 7.28 -1.35
Cl -6.05 8.81 -2.19
Cl -7.33 6.52 -0.98
Cl -4.83 6.20 -2.38
Cl -4.89 7.57 0.15
C 1.52 7.64 -2.60
Cl 2.31 6.97 -1.17
Cl -0.21 7.35 -2.51
Cl 1.83 9.38 -2.69
Cl 2.18 6.87 -4.06
C 7.83 -10.56 8.63
Cl 6.68 -9.28 8.25
Cl 8.64 -10.18 10.16
Cl 6.97 -12.10 8.79
Cl 9.03 -10.68 7.34
C 0.04 4.11 -6.30
Cl 1.78 3.79 -6.25
Cl -0.44 4.43 -7.97
Cl -0.84 2.71 -5.70
Cl -0.34 5.53 -5.32
C -2.85 1.40 4.98
Cl -2.11 0.37 6.23
Cl -4.59 1.52 5.28
Cl -2.13 3.03 5.09
Cl -2.56 0.73 3.39

***

Record 8
45
Properties=species:S:1:pos:R:3 method="wB97M-V/def2-TZVPD" charge=-1 gap_ev=7.527 total_energy_ha=-3192.29374 e_homo_ev=-4.861
Cu 0.91 -0.51 0.40
N 2.21 0.10 3.36
C 2.67 1.27 2.76
C 2.37 2.51 3.33
C 2.87 3.69 2.78
C 3.68 3.64 1.65
C 3.96 2.41 1.08
C 3.48 1.22 1.61
C 3.82 -0.09 0.96
C 5.16 -0.47 0.92
C 5.55 -1.65 0.30
C 4.58 -2.46 -0.27
C 3.24 -2.08 -0.21
C 2.80 -0.89 0.40
H 1.37 0.22 3.89
H 2.14 -0.68 2.72
H 1.75 2.55 4.22
H 2.62 4.64 3.24
H 4.06 4.56 1.21
H 4.57 2.36 0.18
H 5.91 0.18 1.36
H 6.60 -1.93 0.26
H 4.86 -3.39 -0.76
H 2.50 -2.73 -0.67
C -5.79 0.64 -0.90
C -5.00 -0.08 -1.96
C -5.07 0.33 -3.29
C -4.36 -0.34 -4.27
Cl -4.48 0.19 -5.93
C -3.56 -1.42 -3.96
C -3.48 -1.84 -2.64
C -4.19 -1.17 -1.65
O -4.15 -1.65 -0.36
C -3.21 -0.99 0.49
C -1.74 -1.27 0.15
O -1.44 -2.31 -0.44
O -0.97 -0.33 0.55
H -6.75 0.98 -1.29
H -5.25 1.52 -0.54
H -5.96 -0.01 -0.04
H -5.70 1.17 -3.56
H -3.00 -1.93 -4.73
H -2.84 -2.66 -2.34
H -3.40 -1.39 1.48
H -3.38 0.08 0.50